[1]
A 2-piece molecular cluster, C12H15N5O5 overall. Source: the OMol25 dataset; level of theory: the ωB97M-V functional and the def2-TZVPD basis.

Element x y z (Å)
O: -2.8797 0.9722 2.5543
N: -1.8737 0.5597 1.9452
O: -0.7401 1.1142 2.0591
C: -1.9211 -0.5947 1.0760
C: -3.1374 -1.0891 0.5292
C: -3.1763 -2.2805 -0.1980
N: -4.4414 -2.7678 -0.7259
O: -4.5043 -3.7638 -1.4703
O: -5.4725 -2.1529 -0.3726
C: -1.9580 -3.0740 -0.2453
N: -1.6611 -4.1946 -0.9548
O: -0.2595 -4.2610 -0.9210
N: 0.3281 -3.1970 -0.2275
C: -0.7530 -2.4918 0.2222
C: -0.7069 -1.2161 0.8059
H: -4.0753 -0.5636 0.6719
H: 0.2326 -0.8219 1.1565
C: 1.3791 -0.4557 -1.4119
N: 1.2094 0.4670 -0.2791
C: 0.5300 1.7214 -0.6463
C: 1.3545 3.0272 -0.6723
C: 2.3833 3.1534 0.4436
C: 3.2315 1.8903 0.5373
C: 2.4208 0.5704 0.5640
H: 2.3932 -0.8806 -1.4676
H: 0.7006 -1.3100 -1.2803
H: 1.1441 -0.0001 -2.3878
H: 0.1196 1.5729 -1.6564
H: -0.3370 1.8697 0.0192
H: 1.8499 3.0743 -1.6529
H: 0.6587 3.8742 -0.6327
H: 3.0349 4.0093 0.2345
H: 1.8851 3.3508 1.4025
H: 3.9273 1.8360 -0.3149
H: 3.8523 1.9329 1.4424
H: 2.1605 0.3506 1.6140
H: 3.1017 -0.2314 0.2398

Its LUMO energy is -2.45 eV. The HOMO energy is -0.31548 hartree. The frontier orbital gap comes out at 6.136 eV. The SMILES is O=[N+]([O-])c1cc([N+](=O)[O-])c2nonc2c1.CN1CCCCC1.

***

[2]
One molecule with the formula C4H12N2OS. Source: the OMol25 dataset; level of theory: the ωB97M-V functional and the def2-TZVPD basis.

Element x y z (Å)
C: 0.1440 0.4785 1.8657
C: -0.1094 -0.8896 1.3714
N: -0.4915 -0.9517 -0.0558
C: 0.6100 -0.6002 -0.9907
C: 1.0866 0.8405 -1.0898
S: -2.0009 -0.5633 -0.4220
N: -2.3398 -1.1415 -1.8042
O: -2.6484 -0.7490 0.8068
H: 0.2900 0.4644 2.9278
H: 1.1374 0.8648 1.4637
H: -0.6955 1.1265 1.6051
H: 0.5795 -1.6837 1.3898
H: -0.9160 -1.3796 1.8483
H: 0.3319 -0.8603 -2.0078
H: 1.4482 -1.1751 -0.6235
H: 1.7528 1.0732 -0.2915
H: 1.5970 0.8377 -2.1699
H: 0.4477 1.7331 -1.1748
H: -1.7343 0.7403 -0.6902
H: -2.7889 -2.0315 -1.6550

For the energy above the lowest of the compared OMol25 structures with the same formula, charge and spin, the calculation gives 3.7658 eV. Its LUMO energy is 0.82 eV. The HOMO energy is -0.35130 hartree. The frontier orbital gap comes out at 10.381 eV. The SMILES is CCN(CC)[S@@H](=N)=O.

***

[3]
A 2-piece molecular cluster, C13H23N2 overall. Source: the OMol25 dataset; level of theory: the ωB97M-V functional and the def2-TZVPD basis.

Element x y z (Å)
C: -2.6936 -0.7807 -1.9491
C: -1.7931 -1.4092 -1.1738
C: -2.2125 -0.9272 -3.3724
C: -0.8922 -1.4718 -3.2833
C: 1.0620 1.5540 0.2297
C: -0.7348 -1.8318 -1.9879
C: 1.0773 0.9529 1.6249
C: -1.0934 0.9562 0.7904
C: 1.5375 -1.4163 1.0066
C: 3.4272 0.1528 1.4420
C: -0.8629 1.9679 -1.4797
C: -1.0237 0.2013 3.0346
C: 2.0275 -0.2354 1.8467
N: -0.3855 1.5003 -0.1711
N: -0.3768 0.6641 1.8565
H: -3.6292 -0.3995 -1.8144
H: -2.7420 -1.7467 -3.8001
H: -2.3150 0.1095 -3.8389
H: -0.0965 -1.4680 -4.0655
H: -2.1411 0.6460 0.8241
H: 1.4060 2.6019 0.1924
H: 1.4684 0.9354 -0.4891
H: 0.1295 -2.2887 -1.5864
H: 1.3607 1.7708 2.4159
H: 2.3210 -2.0477 1.2656
H: 1.2974 -1.2743 -0.1104
H: 0.5908 -1.8044 1.3319
H: 4.1983 -0.2067 2.0316
H: 3.4622 1.2129 1.2955
H: 3.5410 -0.2932 0.5430
H: -0.3281 1.5033 -2.3136
H: -1.8652 1.6246 -1.7424
H: -0.6635 3.1466 -1.5053
H: -0.8491 0.9434 3.8169
H: -2.0397 -0.0241 2.9772
H: -0.4251 -0.7486 3.4244
H: 2.0328 -0.5729 2.9250
H: -1.7765 -1.4966 -0.1919

For the energy above the lowest of the compared OMol25 structures with the same formula, charge and spin, the calculation gives 2.4844 eV. Its LUMO energy is -2.73 eV. The HOMO energy is -0.42455 hartree. The frontier orbital gap comes out at 8.827 eV. The total charge is +1.

***

> HOMO of number 3 (C13H23N2)?

-0.42455 hartree

***

> Which of these has the lowest frontier orbital gap?

C12H15N5O5